{"formula": "C26H38BIN7S3Zn", "method": "ωB97M-V with the def2-TZVPD basis set", "homo_energy_ha": -0.390, "total_charge": 1, "homo_lumo_gap_ev": 8.28, "multiplicity": 1, "elements": ["Zn", "C", "C", "C", "C", "N", "C", "C", "N", "B", "N", "C", "C", "N", "C", "S", "C", "C", "C", "C", "N", "C", "C", "N", "C", "S", "C", "C", "C", "C", "C", "S", "H", "H", "H", "H", "H", "H", "H", "H", "H", "H", "H", "H", "H", "H", "H", "H", "H", "H", "H", "H", "H", "H", "H", "H", "H", "H", "H", "H", "H", "H", "H", "H", "H", "H", "I", "C", "C", "C", "C", "C", "N", "H", "H", "H", "H"], "positions_angstrom": [[0.708, -0.518, 0.670], [2.214, 3.108, 2.500], [1.275, 4.115, 1.833], [0.086, 4.473, 2.722], [2.071, 5.388, 1.553], [0.774, 3.555, 0.531], [1.000, 4.148, -0.703], [0.396, 3.387, -1.629], [-0.205, 2.325, -0.985], [-0.957, 1.276, -1.844], [-0.028, 0.252, -2.558], [-0.516, -0.357, -3.696], [0.417, -1.208, -4.142], [1.500, -1.132, -3.278], [1.207, -0.232, -2.305], [2.210, 0.241, -0.966], [2.684, -2.031, -3.529], [3.247, -1.667, -4.904], [2.170, -3.476, -3.502], [3.799, -1.903, -2.499], [-2.102, 0.560, -1.071], [-3.300, 1.230, -0.929], [-4.148, 0.431, -0.262], [-3.473, -0.747, 0.017], [-2.212, -0.646, -0.479], [-0.976, -1.859, -0.376], [-4.106, -1.926, 0.700], [-3.332, -2.282, 1.973], [-5.532, -1.557, 1.102], [-4.158, -3.101, -0.275], [0.028, 2.436, 0.338], [-0.518, 1.332, 1.560], [2.663, 3.574, 3.378], [3.015, 2.827, 1.812], [1.689, 2.210, 2.818], [0.448, 4.925, 3.645], [-0.502, 3.594, 2.979], [-0.560, 5.193, 2.215], [2.430, 5.774, 2.507], [1.459, 6.165, 1.092], [2.943, 5.191, 0.927], [1.567, 5.048, -0.830], [0.339, 3.505, -2.697], [-1.495, 1.898, -2.723], [-1.490, -0.125, -4.092], [0.401, -1.849, -5.004], [2.516, -1.810, -5.700], [4.108, -2.300, -5.121], [3.574, -0.626, -4.916], [1.479, -3.687, -4.319], [1.659, -3.675, -2.558], [3.013, -4.161, -3.591], [4.227, -0.902, -2.473], [4.583, -2.601, -2.798], [3.468, -2.169, -1.497], [-3.443, 2.221, -1.324], [-5.165, 0.614, 0.028], [-3.135, -1.381, 2.560], [-2.392, -2.775, 1.739], [-3.936, -2.961, 2.576], [-5.552, -0.721, 1.804], [-5.974, -2.419, 1.599], [-6.155, -1.323, 0.238], [-3.160, -3.397, -0.593], [-4.747, -2.839, -1.155], [-4.630, -3.956, 0.214], [4.086, -0.524, 2.127], [2.452, -1.330, 3.149], [2.614, -1.709, 4.473], [1.528, -2.245, 5.143], [0.323, -2.393, 4.472], [0.251, -1.989, 3.157], [1.297, -1.461, 2.498], [3.571, -1.584, 4.957], [1.626, -2.545, 6.178], [-0.548, -2.810, 4.957], [-0.665, -2.085, 2.585]]}

{"formula": "C2F7NOS", "method": "ωB97M-V with the def2-TZVPD basis set", "homo_energy_ha": -0.465, "e_above_lowest_kcal_mol": 53.4, "total_charge": 0, "homo_lumo_gap_ev": 11.48, "multiplicity": 1, "elements": ["O", "S", "F", "F", "F", "C", "F", "F", "F", "N", "C", "F"], "positions_angstrom": [[0.382, -1.913, 1.994], [0.022, -1.212, 0.843], [-0.967, -0.108, 1.714], [-1.302, -1.764, 0.155], [0.946, -2.025, -0.387], [1.186, 0.308, 0.556], [2.286, -0.131, 1.093], [1.401, 0.539, -0.724], [0.754, 1.462, 1.066], [-0.552, 0.332, -2.061], [-1.029, 1.353, -2.162], [-1.549, 2.487, -2.240]]}

{"formula": "C4H9NO2", "method": "ωB97M-V with the def2-TZVPD basis set", "homo_energy_ha": -0.368, "e_above_lowest_kcal_mol": 27.0, "total_charge": 0, "homo_lumo_gap_ev": 10.42, "multiplicity": 1, "elements": ["N", "C", "O", "C", "C", "O", "H", "H", "H", "H", "H", "C", "H", "H", "H", "H"], "positions_angstrom": [[2.219, 0.659, 1.060], [1.997, -0.537, 0.440], [2.832, -1.397, 0.248], [0.526, -0.686, -0.027], [0.172, 0.507, -0.887], [0.262, 1.657, -0.502], [3.171, 0.974, 1.188], [1.522, 1.383, 0.930], [-0.147, -0.723, 0.843], [0.361, -1.610, -0.590], [-0.149, 0.306, -1.924], [-2.573, -0.116, -0.151], [-2.622, -0.473, 0.885], [-2.158, -0.883, -0.805], [-3.553, 0.233, -0.497], [-1.861, 0.705, -0.209]]}

{"formula": "C9H21AsF6KSi", "method": "ωB97M-V with the def2-TZVPD basis set", "homo_energy_ha": [-0.299, -0.381], "total_charge": 0, "homo_lumo_gap_ev": [7.53, 8.56], "multiplicity": 2, "elements": ["K", "C", "Si", "C", "C", "C", "C", "C", "C", "C", "C", "H", "H", "H", "H", "H", "H", "H", "H", "H", "H", "H", "H", "H", "H", "H", "H", "H", "H", "H", "H", "H", "F", "As", "F", "F", "F", "F", "F"], "positions_angstrom": [[0.114, 0.221, -0.295], [1.360, 1.034, 3.671], [-0.012, -0.092, 3.098], [0.360, -1.875, 3.618], [0.438, -1.980, 5.150], [1.736, -2.235, 3.034], [-0.669, -2.882, 3.097], [-1.690, 0.674, 3.507], [-1.727, 2.048, 2.813], [-2.871, -0.161, 3.003], [-1.830, 0.887, 5.022], [1.371, 1.087, 4.766], [1.233, 2.050, 3.293], [2.339, 0.679, 3.349], [1.156, -1.278, 5.582], [0.766, -2.990, 5.427], [-0.527, -1.812, 5.631], [2.533, -1.590, 3.406], [1.752, -2.186, 1.940], [1.993, -3.264, 3.310], [-1.651, -2.754, 3.554], [-0.334, -3.900, 3.328], [-0.801, -2.826, 2.012], [-1.641, 1.982, 1.723], [-0.940, 2.718, 3.163], [-2.685, 2.536, 3.021], [-2.805, -0.385, 1.933], [-3.802, 0.397, 3.153], [-2.972, -1.109, 3.532], [-1.008, 1.475, 5.440], [-1.888, -0.053, 5.574], [-2.756, 1.439, 5.223], [-0.002, 1.983, -1.399], [-0.098, 3.487, -2.426], [-1.727, 3.640, -1.901], [0.429, 4.367, -1.048], [-0.189, 4.901, -3.386], [1.537, 3.193, -2.862], [-0.615, 2.478, -3.716]]}

{"formula": "H14O7", "method": "ωB97M-V with the def2-TZVPD basis set", "homo_energy_ha": -0.381, "e_above_lowest_kcal_mol": 41.2, "total_charge": 0, "homo_lumo_gap_ev": 10.58, "multiplicity": 1, "elements": ["O", "H", "H", "O", "H", "H", "O", "H", "H", "O", "H", "H", "O", "H", "H", "O", "H", "H", "O", "H", "H"], "positions_angstrom": [[-2.683, 0.458, 2.026], [-2.197, -0.363, 2.098], [-3.357, 0.372, 2.661], [-0.130, -0.598, -0.085], [0.124, 0.255, 0.203], [-0.407, -1.071, 0.720], [-1.568, -1.373, -2.308], [-1.294, -1.068, -1.458], [-0.798, -1.529, -2.842], [-1.652, -2.362, 1.760], [-1.094, -3.029, 1.403], [-2.480, -2.834, 1.980], [2.620, -0.722, -0.646], [2.793, 0.195, -0.451], [1.692, -0.872, -0.445], [0.371, 2.607, -0.786], [0.528, 3.498, -0.507], [0.692, 2.441, -1.668], [3.063, 1.884, -0.194], [2.199, 2.150, -0.505], [3.588, 1.962, -0.957]]}

{"formula": "C15H48O9", "method": "ωB97M-V with the def2-TZVPD basis set", "homo_energy_ha": -0.357, "e_above_lowest_kcal_mol": 144.3, "total_charge": 0, "homo_lumo_gap_ev": 10.13, "multiplicity": 1, "elements": ["C", "C", "O", "H", "H", "H", "H", "H", "H", "C", "C", "O", "H", "H", "H", "H", "H", "H", "C", "C", "O", "H", "H", "H", "H", "H", "H", "C", "C", "O", "H", "H", "H", "H", "H", "H", "C", "C", "O", "H", "H", "H", "H", "H", "H", "C", "C", "O", "H", "H", "H", "H", "H", "H", "C", "O", "H", "H", "H", "H", "C", "O", "H", "H", "H", "H", "C", "O", "H", "H", "H", "H"], "positions_angstrom": [[0.625, -3.815, -1.885], [0.355, -4.200, -0.448], [1.177, -3.411, 0.560], [1.691, -3.647, -1.947], [0.225, -2.852, -2.232], [0.338, -4.651, -2.521], [0.535, -5.314, -0.382], [-0.687, -4.035, 0.035], [0.650, -2.651, 0.511], [-2.351, 0.420, 4.727], [-1.779, 1.328, 3.672], [-1.297, 0.604, 2.571], [-2.610, 0.771, 5.703], [-1.512, -0.257, 5.016], [-3.083, -0.368, 4.434], [-0.925, 1.942, 3.899], [-2.516, 2.079, 3.302], [-1.329, 1.446, 1.968], [3.110, -1.030, 1.186], [3.863, -1.348, -0.147], [5.156, -1.764, 0.159], [3.077, -1.984, 1.733], [2.115, -0.781, 0.947], [3.637, -0.329, 1.783], [3.827, -0.439, -0.747], [3.242, -1.995, -0.750], [5.765, -1.146, -0.051], [-4.416, -1.405, 2.212], [-3.260, -2.338, 1.938], [-2.068, -2.096, 2.658], [-4.891, -1.586, 3.123], [-5.142, -1.581, 1.383], [-4.066, -0.335, 2.132], [-3.210, -2.313, 0.814], [-3.516, -3.363, 2.306], [-1.846, -1.142, 2.566], [0.317, 4.408, -2.113], [0.221, 3.012, -2.827], [1.509, 2.755, -3.367], [-0.531, 4.775, -1.573], [0.432, 5.108, -2.935], [1.192, 4.515, -1.506], [-0.543, 3.010, -3.639], [-0.158, 2.228, -2.151], [1.524, 2.017, -3.988], [1.822, -0.315, -2.682], [2.572, -0.795, -3.933], [2.742, 0.356, -4.810], [2.317, 0.469, -2.136], [1.580, -1.090, -1.969], [0.891, 0.115, -3.060], [2.060, -1.686, -4.369], [3.595, -1.212, -3.686], [3.674, 0.454, -4.861], [1.485, 1.992, 0.638], [1.208, 2.058, 1.988], [1.552, 3.027, 0.237], [0.868, 1.350, -0.009], [2.473, 1.565, 0.430], [0.866, 1.252, 2.401], [-2.789, 2.801, 0.334], [-1.560, 2.887, 1.087], [-2.507, 2.992, -0.755], [-3.572, 3.552, 0.623], [-3.345, 1.903, 0.506], [-1.146, 3.659, 0.808], [-1.302, -0.456, -0.788], [-0.528, -1.123, 0.222], [-0.777, -0.037, -1.654], [-1.893, 0.417, -0.478], [-2.025, -1.225, -1.210], [-1.105, -1.156, 0.997]]}

Number 1: electronic energy -127712.5062 eV. Number 2: electronic energy -35464.9180 eV. Number 3: electronic energy -9878.8902 eV. Number 4: electronic energy -111023.4391 eV. Number 5: electronic energy -14559.6752 eV. Number 6: electronic energy -34755.7227 eV.